--- i ---
10
Properties=species:S:1:pos:R:3 method="wB97M-V/def2-TZVPD" orbital_gap_ev="7.59 / 7.59" lumo_ev="2.55 / 2.55" total_charge=-1
C 0.61088 1.03998 1.66375
C -1.01940 -0.61896 -0.69507
O 1.35645 0.89544 2.56093
O -0.50717 1.47621 1.36226
Si 0.68841 0.04714 -0.11454
Br 1.90007 -2.79255 -0.89029
Br 0.93418 1.77588 -1.59934
H -1.43634 0.07419 -1.41572
H -0.86749 -1.57619 -1.10214
H -1.65959 -0.32112 0.23014

=====

--- ii ---
10
Properties=species:S:1:pos:R:3 method="wB97M-V/def2-TZVPD" orbital_gap_ev=7.39 lumo_ev=3.35 total_charge=-1
C -1.82594 0.89722 0.51884
C 1.61040 -0.49250 -0.77161
O -0.74075 0.56801 0.08583
O -2.40084 0.99772 1.53813
Si 0.95402 0.05665 0.96658
Br -2.94942 1.68912 -1.04574
Br 0.31138 -1.99951 2.01450
H 2.10683 -1.47441 -0.72336
H 0.73831 -0.54811 -1.46110
H 2.19600 0.30581 -1.12206

=====

ii wins, 0.549 eV ahead of the next structure.

=====

--- i ---
11
Properties=species:S:1:pos:R:3 method="wB97M-V/def2-TZVPD" orbital_gap_ev=9.57 lumo_ev=3.97 total_charge=-1
C -1.84602 -0.71195 -0.40346
C -1.35546 0.56523 -0.16409
N -2.25528 -1.79149 -0.53519
O 1.54265 0.29083 -1.03661
O 3.26744 -0.46560 0.60953
O 1.17440 0.74179 1.28511
S 1.87988 -0.14488 0.29690
H 1.06388 -1.45558 0.57823
H -0.98583 0.94015 -1.14719
H -0.39569 0.75659 0.49106
H -2.08997 1.27490 0.02571

=====

--- ii ---
11
Properties=species:S:1:pos:R:3 method="wB97M-V/def2-TZVPD" orbital_gap_ev=8.54 lumo_ev=3.71 total_charge=-1
C -0.43266 0.22157 -0.02347
C -1.89095 0.42107 -0.05573
N 0.16157 -0.93517 -0.32314
O 2.11933 0.41438 -0.98248
O 2.56022 -1.89145 -0.15977
O 1.86299 -0.20173 1.41955
S 1.82230 -0.62327 -0.00812
H 0.43419 0.90427 0.40114
H -2.00749 1.43985 0.05708
H -2.42692 -0.03873 0.79457
H -2.20258 0.28922 -1.11961

=====

i wins, 0.461 eV ahead of the next structure.

=====

--- i ---
15
Properties=species:S:1:pos:R:3 method="wB97M-V/def2-TZVPD" orbital_gap_ev=8.23 lumo_ev=0.22
O -0.01081 -0.22637 -2.44208
C 0.85775 -0.55631 -1.61332
O 1.60712 -1.50020 -1.89633
C 1.22081 0.05637 -0.25735
N -0.01933 0.30474 0.50108
C -0.68398 1.33629 0.66055
C -1.83482 1.07061 1.57098
N -1.82722 -0.27887 1.78662
C -0.74445 -0.80037 1.23002
H 1.53408 -1.99057 -2.87673
H 1.91133 -0.58404 0.44097
H 1.38079 0.89577 -0.39005
H -0.31534 2.22584 0.17233
H -2.61748 1.81468 1.65506
H -0.45845 -1.76757 1.45826

=====

--- ii ---
15
Properties=species:S:1:pos:R:3 method="wB97M-V/def2-TZVPD" orbital_gap_ev=8.92 lumo_ev=-0.70
H 1.42509 -2.11837 0.99633
N 1.33299 -1.18166 1.32069
C 0.43377 -0.52824 0.72649
C -0.46240 -1.13194 -0.32847
O -0.21584 -2.12993 -0.94594
C -1.59673 -0.07535 -0.69286
O -1.71390 0.18350 -1.85686
N 0.31993 0.84544 0.94763
C 0.42053 1.82869 -0.09623
C 1.32608 1.83964 1.03588
H -2.13734 0.38338 0.18825
H -0.39536 2.56729 -0.09521
H 0.82947 1.47103 -1.07511
H 1.09959 2.56966 1.78835
H 2.31857 1.45518 0.87267

=====

--- iii ---
15
Properties=species:S:1:pos:R:3 method="wB97M-V/def2-TZVPD" orbital_gap_ev=9.01 lumo_ev=0.08
C -2.75723 -0.40492 -0.00105
C -1.28007 -0.33446 0.03091
C -0.36934 -1.37854 0.12597
C 1.04656 -1.16875 0.05861
O 1.91940 -1.98575 -0.20231
N 1.26846 0.21986 0.18642
C 0.38884 1.25067 0.02928
O 0.77613 2.52096 -0.07129
N -0.89734 0.98446 -0.11946
H -3.22538 -1.07860 -0.64429
H -3.07004 0.51817 -0.48202
H -3.37220 -0.59856 0.85912
H -0.65069 -2.42290 0.18533
H 2.21321 0.50232 0.14712
H 1.77049 2.58363 0.19236

=====

iii wins, 2.765 eV ahead of the next structure.

=====

--- i ---
60
Properties=species:S:1:pos:R:3 method="wB97M-V/def2-TZVPD" orbital_gap_ev=8.95 lumo_ev=0.14
C -3.10757 -4.81438 2.61301
S -4.34056 -4.13139 1.34543
O -5.26688 -3.13032 2.06187
C -3.12412 -3.00208 0.46770
H -2.63402 -5.71437 2.22998
H -3.60457 -4.96612 3.56987
H -2.46086 -3.95340 2.78044
H -3.62575 -2.21508 -0.09346
H -2.41219 -3.54523 -0.14995
H -2.65376 -2.43179 1.27078
C 1.31702 0.04183 -0.50579
S -0.11639 -0.86222 0.11080
O -0.78562 -1.25291 -1.19533
C -1.15086 0.55389 0.79004
H 1.65335 -0.26366 -1.49656
H 2.14974 0.04649 0.19558
H 1.04514 1.07665 -0.73151
H -1.83869 0.28099 1.58834
H -1.69898 1.00178 -0.03898
H -0.47520 1.31058 1.19265
C 0.77606 -3.98824 -3.29684
S 2.57333 -3.82749 -2.76537
O 2.89357 -2.37179 -2.52797
C 2.41459 -4.67900 -1.12271
H 0.20610 -3.54578 -2.47854
H 0.49124 -5.03523 -3.37570
H 0.77424 -3.38056 -4.19775
H 1.89145 -5.63177 -1.14034
H 1.77760 -3.94476 -0.62485
H 3.43197 -4.66765 -0.74067
C -1.81958 2.21703 4.43672
S -0.23730 3.02287 4.13005
O 0.68186 2.01462 3.42690
C -0.83156 4.17888 2.80239
H -2.15767 1.54583 3.65093
H -2.50983 3.02421 4.68618
H -1.71180 1.66426 5.37077
H 0.10932 4.58259 2.42691
H -1.45839 4.91167 3.30487
H -1.24946 3.64771 1.94840
C -1.94154 1.51467 -3.29314
S -2.29251 1.55368 -5.13209
O -1.69770 0.29622 -5.67227
C -1.18970 3.01314 -5.43643
H -0.86112 1.61887 -3.23161
H -2.41865 0.62728 -2.88298
H -2.43721 2.36062 -2.81305
H -0.10717 2.89161 -5.45097
H -1.44640 3.74640 -4.67357
H -1.51952 3.25142 -6.44757
C 3.50524 3.39239 2.08437
S 4.27166 2.89329 0.50034
O 5.47678 3.72191 0.27360
C 4.90114 1.32718 1.20897
H 2.94493 4.28000 1.76588
H 4.22453 3.78314 2.80124
H 2.66793 2.76315 2.38925
H 5.76997 0.96685 0.66292
H 4.02506 0.67951 1.19993
H 5.20930 1.55197 2.22886

=====

--- ii ---
60
Properties=species:S:1:pos:R:3 method="wB97M-V/def2-TZVPD" orbital_gap_ev=8.72 lumo_ev=0.31
C -0.15107 4.58168 1.29343
S 1.35193 3.68368 1.73743
O 0.84693 2.51868 2.45343
C 1.76193 3.14568 0.10943
H -0.00607 5.64668 1.26643
H -0.82607 4.48568 1.94343
H -0.39907 4.14668 0.26643
H 1.63893 3.96068 -0.69557
H 0.81993 2.39868 -0.06457
H 2.66193 2.54668 0.04143
C 4.60893 -4.85532 -3.66057
S 3.41193 -4.01832 -4.70557
O 2.04393 -4.59232 -4.29057
C 3.57293 -2.35332 -4.02157
H 4.38193 -5.98532 -3.80857
H 4.40293 -4.81532 -2.55057
H 5.60893 -4.68732 -4.00057
H 3.47993 -2.18532 -2.90857
H 2.84893 -1.69332 -4.38757
H 4.30393 -1.73632 -4.47557
C -3.68907 -0.40732 1.37843
S -4.04007 -0.46332 -0.43657
O -4.62507 -1.86232 -0.73557
C -5.43607 0.71768 -0.48857
H -3.24607 0.65868 1.95743
H -2.93807 -1.20232 1.71443
H -4.58207 -0.90132 1.87043
H -5.96607 0.25668 -0.00157
H -5.82407 1.00868 -1.43057
H -5.16507 1.59468 -0.06357
C 0.69493 -2.59332 -1.00557
S 1.43993 -1.44032 0.07943
O 2.23593 -0.45932 -0.79257
C 0.08893 -0.65632 0.77743
H 1.44893 -2.88432 -1.59557
H -0.19407 -2.21532 -1.69257
H 0.28893 -3.47732 -0.54357
H -0.56207 0.00368 0.19243
H 0.37493 -0.01332 1.69843
H -0.50207 -1.40232 1.07443
C -1.38007 -0.05832 -4.35757
S -1.00907 1.36968 -3.22757
O -1.72707 1.05268 -1.89257
C 0.81293 1.23968 -3.09057
H -0.80907 0.08668 -5.44957
H -2.48207 0.05368 -4.69057
H -1.06607 -1.08532 -3.94757
H 1.09693 0.18768 -2.67357
H 1.25593 2.04368 -2.38157
H 1.22993 1.25868 -4.05357
C 0.14693 0.97868 7.73143
S -0.92307 0.26468 6.51243
O -2.29407 0.98268 6.78043
C -0.10607 0.89068 5.07243
H -0.20507 0.69268 8.67343
H 0.06293 2.10368 7.69343
H 1.08893 0.50268 7.54243
H -0.84707 0.96168 4.20343
H 0.70193 0.10468 4.95443
H 0.28593 1.91468 5.10243

=====

i wins, 5.045 eV ahead of the next structure.

=====

--- i ---
8
Properties=species:S:1:pos:R:3 method="wB97M-V/def2-TZVPD" orbital_gap_ev=9.08 lumo_ev=-0.04
C 1.89175 0.13607 -0.58972
C 0.61004 0.06920 -0.18612
C -0.61424 -0.02410 0.20914
C -1.89495 -0.14332 0.60003
H 2.36940 0.47812 -1.51042
H 2.66144 -0.56485 -0.38662
H -2.58611 0.51316 0.18883
H -2.12217 -0.71415 1.53236

=====

--- ii ---
8
Properties=species:S:1:pos:R:3 method="wB97M-V/def2-TZVPD" orbital_gap_ev=9.73 lumo_ev=0.42
C -1.21970 -0.38262 -0.13150
C -1.31511 0.87706 0.11794
C 0.98745 0.61822 -0.07710
C 0.22971 -0.42802 0.24001
H -1.79188 -1.33790 -0.45756
H 0.63163 1.51763 -0.53598
H 1.97812 0.48276 0.15939
H 0.49978 -1.34714 0.68480

=====

--- iii ---
8
Properties=species:S:1:pos:R:3 method="wB97M-V/def2-TZVPD" orbital_gap_ev=11.22 lumo_ev=0.56
C -2.00142 -0.28403 -0.51847
C -1.43201 0.22425 0.42627
C 1.82841 0.14918 0.19355
C 2.30676 0.50352 -0.93667
H -2.36161 -0.67653 -1.41315
H 1.18517 0.33208 1.04245
H 1.73390 -0.88010 -0.25539
H -1.25919 0.63162 1.46140

=====

i wins, 1.734 eV ahead of the next structure.

=====

--- i ---
8
Properties=species:S:1:pos:R:3 method="wB97M-V/def2-TZVPD" orbital_gap_ev=10.08 lumo_ev=-0.48
C -2.91361 0.84281 -0.30094
C -2.73940 0.35384 0.79031
C 2.63056 0.58054 -0.17158
C 1.64777 -0.19620 -0.40960
H -2.60132 0.10077 1.76922
H 2.69803 1.70357 0.20150
H 3.62974 0.30934 -0.46884
H -3.15250 0.97726 -1.32889

=====

--- ii ---
8
Properties=species:S:1:pos:R:3 method="wB97M-V/def2-TZVPD" orbital_gap_ev=10.44 lumo_ev=1.30
C -1.20071 -0.17844 -0.72369
C -1.19714 0.95078 -0.36329
H -1.14650 -1.19416 -0.99173
H -1.69999 1.80774 0.12708
C 1.26797 -0.96180 0.66615
C 1.13854 0.20083 0.39891
H 1.27806 -1.97732 0.67356
H 1.51649 1.29555 0.32257

=====

ii wins, 0.974 eV ahead of the next structure.